The following is a quantum chemistry calculation of one molecule with the formula C4H3ClF2N2O in a non-equilibrium geometry, from the Open Molecules 2025 dataset.

**HOMO level**: -11.41 eV
**F_max**: 3.60 eV/A
**Kohn-Sham gap**: 0.436 Ha
**Total charge**: 0
**SMILES**: N#C[C@]1(N(F)F)O[C@@H]1CCl
**ΔE to the lowest compared entry with this formula, charge and spin**: 0.0 kcal/mol
**LUMO energy**: 0.44 eV

Each line ends with the natural charge from an NBO analysis.
CARTESIAN COORDINATES (ANGSTROEM)
1 C -0.8925 0.5037 1.2192  0.2076
2 C 0.6680 -0.6751 -0.4515  0.0901
3 C -0.6700 -0.3431 0.1187  0.1618
4 C 1.7778 0.2143 0.0570  -0.4052
5 N -1.2538 1.2391 2.0242  -0.2112
6 N -1.8266 -0.5609 -0.7376  0.3200
7 O 0.1134 -1.5948 0.4218  -0.3998
8 F -3.0033 -0.5164 -0.0054  -0.2053
9 F -1.9631 0.5688 -1.5421  -0.2167
10 Cl 1.7541 1.9590 -0.4422  -0.0422
11 H 0.6266 -0.9145 -1.5731  0.2273
12 H 2.8191 -0.2398 -0.1599  0.2379
13 H 1.8503 0.3598 1.0707  0.2357